Entry 1:
Entry from the Open Molecules 2025 dataset: a cluster of 5 separate species, C20H52FN4O8P in total (wB97M-V/def2-TZVPD).

**E_tot**: -55928.1800 eV
**HOMO-LUMO gap**: 9.7 eV
**Total charge**: 0
**LUMO level**: 0.54 eV
**SMILES string**: O=CO[C@H](CCF)P(O)O.COC[C@@H](C)N.COC[C@@H](C)N.COC[C@@H](C)N.COC[C@@H](C)N

Cartesian coordinates (Å):
O  -3.20  5.95  -1.89
C  -2.02  5.72  -1.80
O  -1.47  5.12  -0.70
C  -0.32  5.82  -0.18
C  0.79  4.80  0.08
C  1.91  5.25  1.02
F  3.14  5.11  0.35
P  -0.83  6.78  1.36
O  -2.18  5.94  1.72
O  -1.50  8.09  0.65
H  -1.29  5.92  -2.60
H  0.02  6.55  -0.92
H  0.34  3.88  0.42
H  1.25  4.59  -0.88
H  1.84  6.29  1.31
H  1.94  4.61  1.89
H  -2.16  5.71  2.65
H  -2.11  7.85  -0.05
C  -0.05  2.34  -6.49
O  -0.90  2.82  -5.47
C  -1.34  1.86  -4.53
C  -0.35  1.55  -3.40
C  0.83  0.68  -3.83
N  0.15  2.78  -2.77
H  -0.32  1.32  -6.79
H  1.00  2.36  -6.18
H  -0.16  3.00  -7.35
H  -2.24  2.28  -4.08
H  -1.64  0.94  -5.05
H  -0.91  1.00  -2.64
H  1.58  1.25  -4.38
H  1.33  0.27  -2.95
H  0.50  -0.15  -4.45
H  -0.64  3.28  -2.39
H  0.51  3.38  -3.51
C  2.47  1.18  0.28
O  1.68  0.11  0.76
C  1.70  -1.04  -0.07
C  2.90  -1.98  0.14
C  4.20  -1.46  -0.45
N  3.10  -2.30  1.56
H  2.44  1.24  -0.81
H  3.51  1.09  0.61
H  2.07  2.11  0.69
H  0.79  -1.60  0.19
H  1.61  -0.74  -1.12
H  2.65  -2.91  -0.37
H  4.65  -0.69  0.17
H  4.92  -2.28  -0.52
H  4.05  -1.05  -1.45
H  2.27  -2.76  1.92
H  3.15  -1.42  2.07
C  0.82  -6.22  3.96
O  0.90  -4.88  3.54
C  0.01  -3.98  4.17
C  0.46  -3.48  5.55
C  0.31  -4.51  6.67
N  1.84  -2.98  5.53
H  -0.22  -6.50  4.20
H  1.45  -6.42  4.82
H  1.16  -6.85  3.14
H  -0.06  -3.12  3.50
H  -1.00  -4.43  4.22
H  -0.19  -2.63  5.79
H  1.11  -5.25  6.64
H  0.37  -4.01  7.64
H  -0.65  -5.02  6.61
H  1.91  -2.21  4.88
H  2.43  -3.71  5.14
C  -4.42  -3.79  -0.08
O  -3.28  -3.20  0.51
C  -2.13  -3.17  -0.30
C  -2.07  -2.02  -1.31
C  -2.97  -2.20  -2.52
N  -2.37  -0.72  -0.68
H  -4.15  -4.63  -0.73
H  -5.01  -3.07  -0.65
H  -5.05  -4.17  0.73
H  -1.29  -3.05  0.40
H  -1.99  -4.14  -0.80
H  -1.04  -1.97  -1.67
H  -4.02  -2.00  -2.29
H  -2.68  -1.52  -3.32
H  -2.90  -3.22  -2.91
H  -1.69  -0.54  0.05
H  -3.26  -0.82  -0.19

Atomic partial charges in e from the Löwdin method, atoms 1 to 8:
1 O 0.099
2 C -0.339
3 O -0.075
4 C -0.424
5 C -0.165
6 C -0.212
7 F -0.071
8 P 0.878

=====

Entry 2:
Entry from the Open Molecules 2025 dataset: a structure of composition C47H56BInN9OPS4 (wB97M-V/def2-TZVPD).

**E_tot**: -123594.3375 eV
**HOMO-LUMO gap**: 7.5 eV
**Total charge**: 0
**LUMO level**: 0.42 eV

Cartesian coordinates (Å):
In  0.95  1.23  0.42
N  -3.39  0.75  -0.35
C  -2.09  1.16  -0.32
S  -1.35  1.10  1.28
N  -1.57  1.58  -1.43
N  -0.26  1.98  -1.32
C  0.23  2.65  -2.29
C  1.57  3.20  -2.33
C  2.01  3.68  -3.58
C  3.24  4.28  -3.74
C  4.05  4.44  -2.61
C  3.64  3.99  -1.38
C  2.40  3.34  -1.19
O  2.09  2.95  0.02
H  -3.67  0.10  0.36
H  -3.77  0.58  -1.28
H  -0.42  2.83  -3.15
H  1.35  3.56  -4.43
H  3.56  4.63  -4.71
H  5.02  4.92  -2.71
H  4.26  4.13  -0.50
C  -0.52  0.98  6.74
C  0.35  1.26  5.51
C  -0.29  2.39  4.71
C  1.76  1.61  5.99
N  0.40  0.02  4.67
C  -0.26  -1.16  4.97
C  -0.04  -2.01  3.95
N  0.76  -1.39  3.04
B  1.11  -1.94  1.61
N  0.73  -3.43  1.49
C  1.60  -4.51  1.44
C  0.88  -5.61  1.19
N  -0.45  -5.23  1.07
C  -0.54  -3.88  1.26
S  -1.91  -2.89  1.26
C  -1.58  -6.18  0.84
C  -1.01  -7.57  0.57
C  -2.44  -6.22  2.10
C  -2.39  -5.75  -0.38
N  2.65  -1.79  1.43
C  3.58  -2.15  2.37
C  4.78  -1.69  1.97
N  4.59  -1.02  0.78
C  3.27  -1.07  0.48
S  2.47  -0.36  -0.88
C  5.65  -0.26  0.04
C  6.99  -0.53  0.73
C  5.34  1.23  0.12
C  5.74  -0.76  -1.40
C  1.02  -0.14  3.48
S  2.07  1.01  2.70
H  -0.54  1.89  7.34
H  -1.54  0.74  6.47
H  -0.11  0.18  7.36
H  -0.40  3.26  5.36
H  0.31  2.67  3.85
H  -1.28  2.09  4.36
H  1.70  2.48  6.65
H  2.19  0.78  6.54
H  2.41  1.86  5.15
H  -0.85  -1.29  5.86
H  -0.42  -3.00  3.79
H  0.53  -1.31  0.79
H  2.66  -4.40  1.57
H  1.21  -6.62  1.06
H  -0.45  -7.96  1.42
H  -1.85  -8.24  0.38
H  -0.37  -7.57  -0.32
H  -1.85  -6.57  2.95
H  -2.84  -5.23  2.33
H  -3.27  -6.91  1.95
H  -1.74  -5.60  -1.24
H  -3.11  -6.53  -0.61
H  -2.93  -4.83  -0.18
H  3.31  -2.70  3.26
H  5.74  -1.80  2.43
H  7.01  -0.16  1.75
H  7.26  -1.59  0.71
H  7.76  0.02  0.17
H  5.31  1.56  1.16
H  6.12  1.78  -0.40
H  4.39  1.47  -0.34
H  5.85  -1.85  -1.42
H  4.86  -0.49  -1.97
H  6.61  -0.32  -1.87
C  0.94  0.08  -6.63
C  -0.17  -0.76  -6.64
C  -0.71  -1.22  -5.45
C  -0.16  -0.85  -4.23
C  0.95  0.00  -4.23
C  1.50  0.46  -5.42
P  -0.76  -1.45  -2.59
C  -2.58  -1.40  -2.83
C  -3.38  -2.27  -2.09
C  -4.76  -2.17  -2.12
C  -5.37  -1.18  -2.88
C  -4.58  -0.29  -3.61
C  -3.20  -0.40  -3.58
C  -0.42  -3.25  -2.78
C  -1.11  -4.10  -3.64
C  -0.72  -5.42  -3.79
C  0.38  -5.91  -3.08
C  1.06  -5.07  -2.21
C  0.66  -3.75  -2.06
H  1.35  0.44  -7.56
H  -0.61  -1.05  -7.59
H  -1.58  -1.87  -5.48
H  1.39  0.30  -3.29
H  2.36  1.12  -5.39
H  -2.91  -3.02  -1.47
H  -5.36  -2.85  -1.54
H  -6.45  -1.09  -2.90
H  -5.05  0.49  -4.20
H  -2.60  0.31  -4.13
H  -1.98  -3.74  -4.18
H  -1.27  -6.08  -4.45
H  0.69  -6.94  -3.21
H  1.91  -5.44  -1.65
H  1.19  -3.09  -1.38

Atomic partial charges in e from the Löwdin method, atoms 1 to 8:
1 In 0.283
2 N 0.096
3 C -0.828
4 S 0.673
5 N 0.007
6 N -0.100
7 C -0.077
8 C -0.149

=====

Entry 3:
Entry from the Open Molecules 2025 dataset: the molecule C4H6N2O (wB97M-V/def2-TZVPD).

**E_tot**: -9273.0998 eV
**HOMO-LUMO gap**: 9.5 eV
**Total charge**: 0
**LUMO level**: 0.68 eV
**SMILES string**: NC1=CC(=O)NC1

Cartesian coordinates (Å):
N  -1.94  0.66  -0.23
C  -0.61  0.35  -0.16
C  0.48  1.13  -0.31
C  1.66  0.28  -0.11
O  2.79  0.58  0.21
N  1.21  -1.05  -0.27
C  -0.17  -1.06  0.17
H  -2.59  0.01  0.20
H  -2.20  1.63  -0.13
H  0.53  2.20  -0.47
H  1.83  -1.74  0.13
H  -0.78  -1.84  -0.28
H  -0.21  -1.16  1.26

Atomic partial charges in e from the Löwdin method, atoms 1 to 8:
1 N 0.121
2 C -0.324
3 C 0.036
4 C -0.500
5 O 0.054
6 N 0.049
7 C -0.140
8 H 0.097

=====

Entry 4:
Entry from the Open Molecules 2025 dataset: a cluster of 10 separate species, C56H63BN10O4S in total (wB97M-V/def2-TZVPD).

**E_tot**: -93688.5261 eV
**HOMO-LUMO gap**: 7.7 eV
**Total charge**: 0
**LUMO level**: -0.49 eV
**SMILES string**: C#CCc1cccc2c1Sc1c(ccc(B(C)O)c1CC(=O)OC(C)=O)N2.c1cc[nH]c1.c1cc[nH]c1.c1cc[nH]c1.c1cc[nH]c1.c1cc[nH]c1.c1cc[nH]c1.c1cc[nH]c1.c1cc[nH]c1.c1cc[nH]c1

Cartesian coordinates (Å):
C  0.80  -3.36  3.11
C  1.60  -3.11  2.21
C  2.51  -2.62  1.01
C  2.61  -1.03  1.17
C  3.89  -0.38  1.58
C  3.88  1.12  1.74
C  2.60  1.90  1.51
C  1.31  1.24  1.10
C  1.34  -0.27  0.93
S  -0.24  -1.04  0.42
C  -1.47  0.02  1.29
C  -1.09  1.48  1.45
C  -2.11  2.33  2.18
C  -3.40  1.75  2.71
C  -3.77  0.28  2.55
B  -5.16  -0.36  3.10
C  -5.12  -0.99  4.59
O  -6.30  -0.37  2.25
C  -2.76  -0.57  1.80
C  -2.99  -2.12  1.50
C  -3.62  -2.16  0.02
O  -4.42  -1.27  -0.24
O  -3.27  -3.14  -0.95
C  -2.85  -2.50  -2.17
C  -1.28  -2.46  -2.48
O  -3.60  -2.02  -2.99
N  0.13  2.08  0.92
H  0.07  -3.18  3.94
H  2.08  -2.91  0.00
H  3.53  -3.07  1.19
H  4.79  -1.03  1.74
H  4.81  1.68  2.02
H  2.62  3.02  1.65
H  -1.86  3.42  2.28
H  -4.15  2.42  3.24
H  -4.27  -1.75  4.70
H  -4.95  -0.16  5.35
H  -6.07  -1.56  4.85
H  -6.41  -1.30  1.95
H  -2.03  -2.72  1.54
H  -3.72  -2.60  2.21
H  -0.79  -3.05  -1.65
H  -0.96  -1.37  -2.44
H  -1.09  -2.91  -3.50
H  -0.04  2.18  -0.10
C  -2.56  2.38  -5.48
C  -2.26  1.60  -6.64
C  -2.27  0.28  -6.26
N  -2.55  0.23  -4.92
C  -2.73  1.50  -4.44
H  -2.63  3.45  -5.42
H  -2.07  1.97  -7.63
H  -2.09  -0.62  -6.82
H  -2.61  -0.61  -4.37
H  -2.97  1.67  -3.40
C  -2.49  5.95  -10.24
C  -1.42  5.86  -9.32
C  -0.99  4.56  -9.31
N  -1.77  3.86  -10.19
C  -2.69  4.70  -10.76
H  -3.06  6.84  -10.49
H  -1.00  6.67  -8.73
H  -0.21  4.07  -8.75
H  -1.69  2.87  -10.38
H  -3.39  4.34  -11.49
C  -4.52  7.21  0.72
C  -4.23  6.48  -0.46
C  -4.24  5.15  -0.13
N  -4.51  5.04  1.20
C  -4.69  6.29  1.73
H  -4.59  8.28  0.82
H  -4.04  6.89  -1.44
H  -4.06  4.27  -0.73
H  -4.58  4.18  1.72
H  -4.93  6.42  2.78
C  3.58  -5.02  -3.07
C  4.40  -5.84  -2.24
C  5.11  -5.01  -1.42
N  4.76  -3.72  -1.72
C  3.83  -3.72  -2.72
H  2.89  -5.36  -3.83
H  4.46  -6.92  -2.25
H  5.84  -5.22  -0.65
H  5.14  -2.90  -1.27
H  3.42  -2.79  -3.09
C  -0.04  3.53  6.98
C  -1.45  3.73  7.02
C  -1.95  3.30  5.82
N  -0.91  2.86  5.05
C  0.26  2.99  5.75
H  0.67  3.76  7.76
H  -2.02  4.13  7.84
H  -2.96  3.27  5.44
H  -0.99  2.49  4.11
H  1.20  2.69  5.32
C  4.53  2.87  8.68
C  4.35  1.79  9.59
C  3.27  1.07  9.15
N  2.79  1.67  8.02
C  3.56  2.76  7.72
H  5.30  3.63  8.73
H  4.95  1.57  10.46
H  2.80  0.18  9.55
H  2.00  1.35  7.48
H  3.35  3.37  6.86
C  1.41  -6.94  -7.95
C  0.01  -6.69  -7.92
C  -0.29  -6.17  -6.69
N  0.87  -6.11  -5.96
C  1.91  -6.58  -6.73
H  1.98  -7.35  -8.77
H  -0.69  -6.86  -8.72
H  -1.22  -5.85  -6.26
H  0.95  -5.78  -5.02
H  2.92  -6.60  -6.34
C  3.21  0.62  -3.90
C  1.82  0.89  -3.88
C  1.52  1.41  -2.65
N  2.68  1.47  -1.92
C  3.71  0.99  -2.68
H  3.77  0.20  -4.72
H  1.11  0.72  -4.68
H  0.59  1.75  -2.22
H  2.76  1.81  -0.98
H  4.72  0.96  -2.29
C  3.73  -5.22  6.89
C  3.63  -4.00  7.61
C  3.12  -3.06  6.76
N  2.91  -3.65  5.55
C  3.27  -4.97  5.62
H  4.09  -6.17  7.25
H  3.91  -3.84  8.65
H  2.89  -2.01  6.92
H  2.54  -3.19  4.73
H  3.17  -5.61  4.76

Atomic partial charges in e from the Löwdin method, atoms 1 to 8:
1 C 0.052
2 C -0.123
3 C -0.144
4 C -0.193
5 C -0.016
6 C -0.051
7 C -0.027
8 C -0.244

=====

Largest force on an atom: 1.57, 0.08, 0.45, 4.53 (eV/Å)